(1)
Formula: C3H9N4S
Source: the OMol25 dataset
Level of theory: ωB97M-V/def2-TZVPD

Element x y z (Å)
1 C 0.312 -0.976 -0.709
2 C 0.204 -1.346 1.970
3 C -0.672 -0.177 -1.666
4 N -0.535 -2.064 -0.062
5 N -0.518 -2.071 1.127
6 N 1.104 -0.296 0.189
7 N 0.867 1.156 0.490
8 S -0.523 -0.262 3.152
9 H 1.054 -1.580 -1.477
10 H 1.159 -1.675 2.387
11 H -1.324 0.501 -1.180
12 H -1.320 -1.050 -2.088
13 H -0.052 0.551 -2.278
14 H 0.041 1.281 1.185
15 H 0.575 1.927 -0.233
16 H 1.652 1.469 0.989
17 H -1.800 -0.219 2.761

## Properties
HOMO-LUMO gap: 9.19 eV
Molecular weight: 133.2 g mol⁻¹
Net charge: +1
Energy above the lowest of the compared OMol25 structures with the same formula, charge and spin: 134.1 kcal/mol
HOMO energy: -0.498 hartree
LUMO: -4.36 eV

(2)
Formula: C21H31AlF8O14PS2
Source: the OMol25 dataset
Level of theory: ωB97M-V/def2-TZVPD

Element x y z (Å)
1 O 2.187 -0.610 3.601
2 S 1.490 0.298 4.504
3 O 1.927 0.225 5.895
4 Al 1.700 2.550 3.784
5 C 0.093 3.662 4.184
6 C 0.285 4.733 5.278
7 C 1.369 5.758 5.003
8 F 2.388 5.701 5.898
9 F 1.912 5.669 3.777
10 F 0.878 7.033 5.103
11 P 2.214 2.657 1.453
12 S 1.054 3.964 0.479
13 C -0.308 -0.324 4.614
14 F -0.690 -0.305 5.908
15 F -1.110 0.521 3.919
16 C -0.551 -1.751 4.075
17 F -0.032 -1.948 2.883
18 F -1.875 -1.974 3.972
19 F -0.056 -2.640 4.938
20 H 2.964 3.098 4.580
21 H -0.781 3.072 4.485
22 H -0.191 4.143 3.239
23 H -0.646 5.305 5.370
24 H 0.464 4.259 6.245
25 H 3.559 3.047 1.320
26 H 2.171 1.413 0.819
27 C 1.751 -2.863 7.392
28 C 2.551 -3.730 8.330
29 C 1.857 -5.006 8.759
30 O 2.405 -5.240 10.063
31 C 2.776 -4.037 10.571
32 O 3.067 -3.852 11.710
33 O 2.763 -3.093 9.610
34 H 2.359 -2.064 6.969
35 H 1.361 -3.463 6.574
36 H 0.921 -2.392 7.919
37 H 3.536 -3.949 7.908
38 H 2.066 -5.853 8.110
39 H 0.777 -4.873 8.851
40 C 1.488 2.623 -4.537
41 C 2.732 1.983 -3.972
42 C 2.856 0.497 -4.249
43 O 3.577 0.030 -3.104
44 C 3.319 0.893 -2.079
45 O 3.588 0.682 -0.941
46 O 2.727 2.005 -2.540
47 H 1.547 3.708 -4.449
48 H 1.367 2.370 -5.592
49 H 0.610 2.291 -3.987
50 H 3.630 2.520 -4.296
51 H 3.404 0.268 -5.161
52 H 1.881 0.009 -4.271
53 C -3.954 -1.433 -3.396
54 C -2.878 -0.483 -3.862
55 C -1.736 -1.123 -4.624
56 O -0.634 -0.262 -4.291
57 C -0.895 0.303 -3.082
58 O -0.103 0.895 -2.426
59 O -2.187 0.094 -2.741
60 H -4.820 -0.887 -3.024
61 H -4.272 -2.077 -4.215
62 H -3.578 -2.051 -2.581
63 H -3.312 0.338 -4.441
64 H -1.899 -1.170 -5.690
65 H -1.510 -2.129 -4.262
66 C -4.362 -1.566 -10.824
67 C -4.329 -1.213 -9.358
68 C -3.119 -0.416 -8.920
69 O -2.950 -0.828 -7.556
70 C -3.462 -2.090 -7.452
71 O -3.284 -2.825 -6.535
72 O -4.194 -2.392 -8.544
73 H -5.332 -1.972 -11.107
74 H -4.171 -0.681 -11.432
75 H -3.608 -2.321 -11.047
76 H -5.252 -0.710 -9.059
77 H -3.273 0.659 -8.965
78 H -2.218 -0.680 -9.479

## Properties
HOMO-LUMO gap: 5.59 eV
Molecular weight: 781.5 g mol⁻¹
Net charge: -1
HOMO energy: -0.160 hartree
LUMO: 1.24 eV

(3)
Formula: C35H47BrN4P2Re
Source: the OMol25 dataset
Level of theory: ωB97M-V/def2-TZVPD

Element x y z (Å)
1 N 0.168 6.359 -2.462
2 C 0.300 5.936 -1.202
3 C 1.022 4.789 -0.876
4 C 1.651 4.058 -1.916
5 C 1.453 4.488 -3.250
6 C 0.750 5.688 -3.463
7 C 2.406 2.859 -1.615
8 Re 1.274 -1.673 -0.624
9 P -0.505 -3.422 0.428
10 C 2.465 1.753 -2.435
11 C 2.586 0.333 -1.966
12 C 2.040 -0.740 -2.693
13 C 2.293 -2.099 -2.377
14 C 3.091 -2.384 -1.239
15 C 3.340 -1.363 -0.298
16 C 2.991 -0.036 -0.670
17 Br 2.751 -4.289 -0.520
18 H 2.736 2.796 -0.566
19 H 2.335 1.862 -3.527
20 H 1.057 4.430 0.147
21 H 1.849 3.910 -4.090
22 H -0.200 6.504 -0.414
23 H 0.649 6.087 -4.481
24 H 1.488 -0.552 -3.606
25 H 3.269 0.739 0.032
26 H 1.992 -2.887 -3.058
27 H 3.807 -1.571 0.662
28 P -1.138 -0.510 -1.510
29 C 0.607 -3.307 1.914
30 C 1.133 -4.628 2.448
31 H 0.046 -2.757 2.685
32 H 1.455 -2.652 1.618
33 H 1.901 -4.418 3.204
34 H 0.351 -5.227 2.928
35 H 1.614 -5.215 1.659
36 C -0.571 -4.751 -0.859
37 C -1.006 -6.130 -0.387
38 H 0.427 -4.805 -1.322
39 H -1.256 -4.369 -1.636
40 H -0.778 -6.852 -1.181
41 H -0.463 -6.447 0.512
42 H -2.086 -6.175 -0.200
43 C -2.141 -3.544 1.263
44 C -2.235 -4.634 2.325
45 H -2.888 -3.692 0.471
46 H -2.352 -2.572 1.726
47 H -3.272 -4.677 2.682
48 H -1.971 -5.626 1.934
49 H -1.598 -4.413 3.191
50 C -2.689 -0.158 -0.532
51 C -3.744 -1.245 -0.370
52 H -3.158 0.710 -1.008
53 H -2.347 0.200 0.447
54 H -4.727 -0.865 -0.677
55 H -3.526 -2.124 -0.978
56 H -3.853 -1.562 0.669
57 C -1.760 -1.646 -2.828
58 C -0.903 -1.734 -4.079
59 H -2.766 -1.291 -3.085
60 H -1.863 -2.633 -2.362
61 H -1.284 -2.537 -4.723
62 H -0.931 -0.802 -4.658
63 H 0.145 -1.972 -3.861
64 C -1.068 1.082 -2.477
65 C -1.492 2.385 -1.795
66 H -1.688 0.920 -3.372
67 H -0.027 1.180 -2.818
68 H -1.308 3.232 -2.478
69 H -2.562 2.411 -1.542
70 H -0.913 2.572 -0.880
71 N 1.099 7.287 6.286
72 C 0.988 6.370 5.565
73 C 0.826 5.228 4.695
74 C 1.828 4.873 3.775
75 C 1.680 3.728 2.975
76 C 0.522 2.949 3.109
77 C -0.504 3.336 3.972
78 C -0.345 4.463 4.782
79 N 0.380 1.725 2.420
80 C -0.701 0.856 2.530
81 C -0.428 -0.222 1.744
82 N 0.762 -0.014 1.082
83 C 1.252 1.148 1.538
84 H 2.727 5.493 3.700
85 H 2.465 3.465 2.267
86 H -1.426 2.765 4.040
87 H -1.133 4.741 5.486
88 H -1.559 1.028 3.134
89 H -1.019 -1.115 1.599
90 H 2.213 1.599 1.316

## Properties
⟨S²⟩: 3.867
HOMO-LUMO gap (spin up / spin down): 4.43 / 2.67 eV
2S+1: 4
Molecular weight: 851.8 g mol⁻¹
Net charge: +4
HOMO energy (spin up / spin down): -0.663 / -0.662 hartree
LUMO (spin up / spin down): -13.61 / -15.34 eV

(4)
Formula: C8H14NO3P
Source: the OMol25 dataset
Level of theory: ωB97M-V/def2-TZVPD

Element x y z (Å)
1 C 4.168 -0.565 0.512
2 C 2.686 -0.252 0.757
3 C 1.800 -0.453 -0.421
4 N 0.434 -0.593 -0.008
5 C -0.690 -0.389 -0.778
6 C -1.477 0.864 -0.336
7 C -2.164 1.625 -1.237
8 C -2.670 2.703 -0.440
9 C -2.164 2.519 0.820
10 O -1.479 1.338 0.872
11 P -2.169 -1.787 -0.316
12 O -3.551 -1.659 -0.753
13 O -1.986 -1.932 1.284
14 H 4.430 -1.613 0.369
15 H 4.224 -0.175 -0.521
16 H 4.788 -0.147 1.305
17 H 2.666 0.779 1.010
18 H 2.254 -0.962 1.457
19 H 1.954 0.365 -1.174
20 H 2.135 -1.259 -1.006
21 H 0.264 -0.401 0.891
22 H -0.650 -0.419 -1.854
23 H -2.249 1.142 -2.156
24 H -3.422 3.451 -0.789
25 H -2.544 3.048 1.632
26 H -1.667 -3.125 -0.726
27 H -2.922 -2.103 1.604

## Properties
HOMO-LUMO gap: 9.06 eV
Molecular weight: 203.2 g mol⁻¹
Energy above the lowest of the compared OMol25 structures with the same formula, charge and spin: 33.6 kcal/mol
HOMO energy: -0.303 hartree
LUMO: 0.81 eV

(5)
Formula: C4H15N6O5S2
Source: the OMol25 dataset
Level of theory: ωB97M-V/def2-TZVPD

Element x y z (Å)
1 C 1.191 -2.768 -0.853
2 S 1.871 -1.076 -1.024
3 O 3.256 -1.243 -1.549
4 O 1.911 -0.522 0.356
5 N 0.939 -0.251 -2.130
6 S -0.187 0.770 -1.410
7 O 0.516 1.903 -0.731
8 O -1.072 1.342 -2.466
9 C -1.137 -0.120 -0.134
10 C -2.335 -0.994 -0.653
11 N -2.312 -1.255 -2.068
12 N -3.604 -0.306 -0.371
13 N -2.409 -2.276 0.083
14 H 0.263 -2.747 -0.272
15 H 1.937 -3.387 -0.353
16 H 0.959 -3.181 -1.840
17 H -1.464 0.637 0.586
18 H -0.469 -0.778 0.432
19 H -1.841 -2.110 -2.301
20 H -3.229 -1.201 -2.469
21 H -3.536 0.220 0.486
22 H -3.810 0.348 -1.115
23 H -1.906 -2.993 -0.422
24 H -1.950 -2.196 0.984
25 C 2.298 2.671 2.786
26 O 2.287 1.863 3.712
27 N 2.147 2.317 1.489
28 N 2.464 4.016 3.007
29 H 2.147 2.969 0.730
30 H 2.021 1.337 1.280
31 H 2.578 4.314 3.955
32 H 2.476 4.700 2.277

## Properties
HOMO-LUMO gap: 8.99 eV
Molecular weight: 291.3 g mol⁻¹
Net charge: -1
HOMO energy: -0.219 hartree
LUMO: 3.03 eV

(6)
Formula: C6H12ClHfO4
Source: the OMol25 dataset
Level of theory: ωB97M-V/def2-TZVPD

Element x y z (Å)
1 Hf -22.440 10.583 7.006
2 Cl -24.617 11.418 6.018
3 C -23.103 12.012 12.331
4 O -23.001 11.483 10.983
5 C -23.325 12.164 9.979
6 O -23.045 11.790 8.791
7 O -23.982 13.239 10.219
8 C -24.122 14.274 9.224
9 H -24.085 12.405 12.584
10 H -22.441 12.874 12.448
11 H -22.772 11.246 13.021
12 H -24.923 14.930 9.556
13 H -24.516 13.916 8.273
14 H -23.205 14.850 9.147
15 C -26.218 11.628 2.141
16 C -27.594 11.054 2.605
17 O -28.233 10.421 1.877
18 C -27.981 11.330 4.084
19 H -26.308 12.708 2.019
20 H -25.933 11.168 1.197
21 H -25.482 11.325 2.884
22 H -27.108 10.932 4.612
23 H -28.969 10.934 4.287
24 H -27.918 12.411 4.233

## Properties
HOMO-LUMO gap: 2.04 eV
Molecular weight: 362.1 g mol⁻¹
Net charge: +3
HOMO energy: -0.672 hartree
LUMO: -16.25 eV

(7)
Formula: C25H37ORu
Source: the OMol25 dataset
Level of theory: ωB97M-V/def2-TZVPD

Element x y z (Å)
1 C 1.370 -2.192 0.800
2 C 1.871 -1.505 -0.356
3 C 0.952 -1.720 -1.449
4 C -0.131 -2.548 -0.960
5 C 0.115 -2.812 0.446
6 Ru -0.204 -0.769 0.120
7 C -1.941 1.363 -1.349
8 C -1.741 0.711 -0.013
9 H -1.697 1.423 0.822
10 C -2.191 -0.628 0.315
11 H -2.834 -1.139 -0.407
12 H -2.461 -0.786 1.366
13 C -2.768 2.635 -1.283
14 H -2.340 3.343 -0.566
15 H -2.800 3.123 -2.261
16 H -3.800 2.407 -0.974
17 C -2.374 0.431 -2.457
18 H -1.654 -0.387 -2.587
19 H -3.365 0.000 -2.245
20 H -2.440 0.965 -3.411
21 C 3.143 -0.738 -0.414
22 H 3.246 -0.105 0.476
23 H 4.015 -1.405 -0.452
24 H 3.167 -0.092 -1.295
25 C 1.136 -1.240 -2.847
26 H 1.618 -0.258 -2.850
27 H 1.762 -1.930 -3.430
28 H 0.173 -1.145 -3.357
29 C -1.216 -3.163 -1.772
30 H -1.261 -2.705 -2.762
31 H -1.057 -4.243 -1.901
32 H -2.184 -3.026 -1.280
33 C -0.728 -3.658 1.332
34 H -1.772 -3.621 1.010
35 H -0.402 -4.706 1.327
36 H -0.673 -3.290 2.362
37 C 2.051 -2.273 2.117
38 H 1.343 -2.562 2.899
39 H 2.865 -3.012 2.104
40 H 2.484 -1.302 2.386
41 C 0.898 2.095 -1.155
42 C -0.204 2.013 -1.898
43 C 2.174 2.462 -1.533
44 C -0.093 2.391 -3.229
45 H 0.177 1.684 -0.289
46 C 2.302 2.793 -2.893
47 H 3.000 2.484 -0.821
48 C 1.176 2.756 -3.726
49 H -0.969 2.395 -3.872
50 H 3.272 3.081 -3.304
51 H 1.258 3.021 -4.786
52 C 0.214 2.128 4.325
53 C -0.709 0.964 4.700
54 C -0.288 -0.130 3.727
55 O 0.219 0.512 2.536
56 C 0.607 1.860 2.874
57 H -0.262 3.103 4.443
58 H 1.113 2.107 4.949
59 H -1.756 1.234 4.521
60 H -0.605 0.648 5.740
61 H 0.527 -0.734 4.158
62 H -1.103 -0.807 3.434
63 H 0.086 2.542 2.186
64 H 1.690 1.958 2.707

## Properties
⟨S²⟩: 6.011
HOMO-LUMO gap (spin up / spin down): 8.19 / 6.84 eV
2S+1: 5
Molecular weight: 454.6 g mol⁻¹
Net charge: +1
HOMO energy (spin up / spin down): -0.367 / -0.439 hartree
LUMO (spin up / spin down): -1.81 / -5.11 eV

(8)
Formula: C3H3F4NO3S
Source: the OMol25 dataset
Level of theory: ωB97M-V/def2-TZVPD

Element x y z (Å)
1 C -1.422 0.176 -1.022
2 C -0.298 -0.070 0.798
3 C 0.382 1.180 1.193
4 N -0.469 0.212 -1.890
5 O -2.570 0.264 -0.856
6 O 1.361 -2.096 1.442
7 O 1.696 -0.839 -0.668
8 F 0.987 1.791 0.156
9 F 1.351 0.985 2.114
10 F -0.460 2.079 1.719
11 F -0.224 -2.287 -0.406
12 S 0.854 -1.311 0.386
13 H -1.002 -0.409 1.544
14 H 0.502 -0.038 -1.642
15 H -0.687 0.363 -2.868

## Properties
HOMO-LUMO gap: 10.60 eV
Molecular weight: 209.1 g mol⁻¹
Energy above the lowest of the compared OMol25 structures with the same formula, charge and spin: 0.0 kcal/mol
HOMO energy: -0.387 hartree
LUMO: 0.05 eV

(9)
Formula: C5H18N2O2S
Source: the OMol25 dataset
Level of theory: ωB97M-V/def2-TZVPD

Element x y z (Å)
1 C -2.312 -1.597 1.975
2 C -1.510 -2.185 0.857
3 N -0.200 -1.432 0.704
4 C -0.277 -0.043 0.290
5 C 1.093 0.549 0.420
6 N 1.578 1.351 -0.760
7 C 1.544 1.099 1.791
8 S 0.963 2.776 2.189
9 H -3.237 -1.343 1.473
10 H -2.347 -2.190 2.903
11 H -1.941 -0.614 2.291
12 H -1.193 -3.213 1.148
13 H -2.028 -2.024 -0.098
14 H 0.361 -1.992 0.052
15 H -0.616 0.040 -0.768
16 H -0.905 0.720 0.814
17 H 1.865 -0.246 0.230
18 H 0.889 1.955 -1.195
19 H 2.488 1.754 -0.635
20 H 1.147 0.470 2.606
21 H 2.651 1.073 1.847
22 H 0.775 3.284 0.938
23 O 1.368 0.270 -3.441
24 H 1.512 0.228 -2.491
25 H 1.753 0.987 -3.955
26 O -1.394 -0.145 -2.911
27 H -1.559 0.778 -3.127
28 H -0.468 -0.308 -3.146

## Properties
HOMO-LUMO gap: 9.20 eV
Molecular weight: 170.3 g mol⁻¹
Energy above the lowest of the compared OMol25 structures with the same formula, charge and spin: 29.9 kcal/mol
HOMO energy: -0.319 hartree
LUMO: 0.51 eV

(10)
Formula: C16H54N4O11
Source: the OMol25 dataset
Level of theory: ωB97M-V/def2-TZVPD

Element x y z (Å)
1 N -4.081 -0.623 2.045
2 C -2.925 -0.259 2.479
3 N -2.471 0.793 1.841
4 O -2.298 -0.782 3.622
5 H -4.379 -1.472 2.597
6 H -4.605 -0.411 1.162
7 H -1.609 1.350 2.146
8 H -2.985 1.227 1.061
9 N -0.026 -0.296 -1.258
10 C 0.058 -1.325 -0.477
11 N -0.745 -1.081 0.538
12 O 0.945 -2.387 -0.538
13 H 0.517 -0.215 -2.048
14 H -0.984 0.063 -1.339
15 H -0.627 -1.811 1.244
16 H -1.273 -0.242 0.867
17 C 3.363 -0.811 -1.364
18 C 4.745 -1.155 -1.879
19 O 5.673 -1.289 -0.844
20 H 2.626 -0.594 -2.112
21 H 3.416 -0.015 -0.699
22 H 3.001 -1.693 -0.762
23 H 5.212 -0.441 -2.520
24 H 4.625 -2.143 -2.359
25 H 6.522 -1.518 -1.270
26 C -2.279 3.447 0.044
27 C -3.691 3.471 -0.298
28 O -4.238 2.410 0.434
29 H -1.826 2.519 -0.301
30 H -2.307 3.428 1.128
31 H -1.655 4.266 -0.390
32 H -4.060 3.442 -1.333
33 H -4.105 4.402 0.021
34 H -5.209 2.299 0.423
35 C 2.846 -2.046 2.280
36 C 4.057 -1.239 2.763
37 O 3.550 -0.009 3.275
38 H 2.220 -2.312 3.097
39 H 3.134 -3.048 1.851
40 H 2.196 -1.550 1.552
41 H 4.722 -0.960 2.005
42 H 4.638 -1.793 3.550
43 H 3.302 0.676 2.643
44 C 1.588 4.198 -0.565
45 C 1.401 2.763 -1.161
46 O 1.276 1.749 -0.186
47 H 0.778 4.547 0.139
48 H 1.475 4.990 -1.398
49 H 2.533 4.340 -0.080
50 H 2.336 2.572 -1.738
51 H 0.528 2.861 -1.839
52 H 0.706 1.021 -0.555
53 C 0.911 -2.065 -4.241
54 C 0.578 -0.633 -4.693
55 O 1.022 0.247 -3.720
56 H 0.353 -2.950 -4.574
57 H 0.803 -2.143 -3.164
58 H 1.949 -2.305 -4.539
59 H -0.425 -0.450 -4.965
60 H 1.037 -0.459 -5.695
61 H 1.100 1.145 -4.083
62 C -2.199 1.182 -2.908
63 O -2.530 0.543 -1.735
64 H -2.898 1.846 -3.363
65 H -2.016 0.335 -3.602
66 H -1.259 1.674 -2.707
67 H -3.499 0.419 -1.545
68 C 0.543 1.100 3.070
69 O -0.065 1.977 2.167
70 H 1.471 1.374 3.484
71 H 0.688 0.068 2.641
72 H -0.078 1.006 3.963
73 H 0.621 2.428 1.687
74 C -0.286 -2.448 4.173
75 O -0.386 -2.796 2.694
76 H -0.071 -1.402 4.263
77 H 0.303 -3.052 4.808
78 H -1.229 -2.676 4.737
79 H -0.814 -3.625 2.630
80 C -3.306 -3.258 0.055
81 O -3.471 -2.056 -0.593
82 H -2.824 -3.117 1.055
83 H -2.748 -3.885 -0.614
84 H -4.267 -3.786 0.154
85 H -2.613 -1.549 -0.332

## Properties
HOMO-LUMO gap: 8.78 eV
Molecular weight: 478.6 g mol⁻¹
Energy above the lowest of the compared OMol25 structures with the same formula, charge and spin: 36.8 kcal/mol
HOMO energy: -0.325 hartree
LUMO: -0.05 eV